17
Properties=species:S:1:pos:R:3:forces:R:3 method="wB97M-V/def2-TZVPD" e_above_lowest_ev=1.8629 total_charge=0 lumo_energy_ev=0.96 total_energy_ev=-8429.3775 orbital_gap_ha=0.3521
O -0.7443 -0.6440 -2.0923 0.4 -0.3 -0.4
C 1.2136 0.9175 0.4324 0.8 0.1 -0.3
C -0.0223 -0.9363 0.2182 -0.4 -0.3 0.5
C -0.5739 -0.0352 -0.8411 -0.2 0.7 0.2
C 0.3921 1.1551 -0.8112 0.1 0.4 0.0
C -0.5864 -2.0462 0.6108 -0.3 -1.0 -0.3
C 1.0550 -0.3141 0.9188 0.4 1.2 0.2
H -0.1387 -2.6102 1.4079 -0.2 -0.4 0.2
H 1.5481 -0.7372 1.7856 0.0 0.0 -0.1
H -0.7820 1.8339 1.6572 -1.5 0.4 0.0
H -0.1349 2.1123 -0.8163 0.1 0.0 0.0
H 1.0292 1.1364 -1.7042 0.0 0.1 0.1
H 0.0740 -1.1295 -2.2625 -0.2 0.0 -0.2
H 1.9430 1.6270 0.7935 0.0 0.2 0.1
H -1.4447 -2.3665 0.0550 -0.4 -0.6 0.1
H -1.5766 0.2937 -0.5613 0.0 0.0 0.1
H -1.5436 2.0394 1.6507 1.4 -0.3 0.0